No. 1
9
Properties=species:S:1:pos:R:3 method="wB97M-V/def2-TZVPD" spin_multiplicity=6 s2=8.768 total_charge=+2 orbital_gap_ev="8.3 / 7.8" homo_ha="-0.7276 / -0.7527" largest_force_ev_per_a=6.02 de_lowest_ev=0.288
C 1.1088 1.2131 0.3869
C 2.0654 0.1841 0.2982
H 2.8724 0.2386 -0.4365
H 1.2538 2.2890 0.3298
H 2.1701 -0.5259 1.1227
O -1.2915 0.7286 0.0473
C -0.0433 0.5634 -0.1450
O 0.3381 -0.7084 -0.3522
Ru -1.5619 -1.0910 -0.6099


No. 2
11
Properties=species:S:1:pos:R:3 method="wB97M-V/def2-TZVPD" spin_multiplicity=1 orbital_gap_ev=9.7 homo_ha=-0.3317 largest_force_ev_per_a=2.01 de_lowest_ev=2.618
C -0.5512 1.6106 0.0291
N 0.6979 1.6615 -0.1279
O 1.3747 0.4478 -0.4053
C 0.8480 -0.6625 0.2859
C -0.5428 -0.9907 -0.2756
S -1.7349 0.3231 -0.0986
H -1.0647 2.5621 0.2505
H 0.8179 -0.4419 1.3816
H 1.5602 -1.4593 0.0576
H -0.9804 -1.8964 0.2057
H -0.4247 -1.1543 -1.3031


No. 3
19
Properties=species:S:1:pos:R:3 method="wB97M-V/def2-TZVPD" spin_multiplicity=1 total_charge=+1 orbital_gap_ev=10.7 homo_ha=-0.5118 largest_force_ev_per_a=4.11 de_lowest_ev=4.101
C 1.1173 0.0134 1.7779
C 0.1075 1.1553 1.7844
C -1.0613 0.8556 0.7841
N -0.5157 0.7994 -0.8322
C -0.7436 -0.4374 -1.2494
C -0.4187 -1.0245 -2.5173
N -1.3839 -1.0971 -0.3075
O -1.5512 -0.4604 0.8814
H 1.6481 0.1344 0.8498
H 0.5926 -0.9455 1.6643
H 1.7184 0.3732 2.6867
H 0.4352 2.1358 1.3161
H -0.4824 1.3862 2.6904
H -1.8383 1.6282 0.8861
H 0.2776 1.3802 -1.1050
H -0.9965 -0.6123 -3.3746
H -0.5110 -2.1573 -2.4024
H 0.4827 -0.6282 -2.8914
H -1.7406 -2.1458 -0.2050


No. 4
13
Properties=species:S:1:pos:R:3 method="wB97M-V/def2-TZVPD" spin_multiplicity=1 total_charge=+1 orbital_gap_ev=9.1 homo_ha=-0.5498 largest_force_ev_per_a=2.85 de_lowest_ev=2.108
C 1.4117 -0.5135 0.2630
C 0.3960 -1.3764 0.0457
C -0.7646 -0.6647 -0.4132
C -2.0519 -0.3942 0.1374
N -1.4954 0.6950 0.5173
C -0.3829 0.8199 -0.4900
C 1.0401 0.8993 0.0308
H 2.5071 -0.6011 0.3952
H 0.1918 -2.4427 0.2569
H -3.0290 -0.8801 0.1267
H -0.7292 1.5237 -1.3765
H 1.0073 1.5100 1.0381
H 1.8988 1.4249 -0.5312


No. 5
11
Properties=species:S:1:pos:R:3 method="wB97M-V/def2-TZVPD" spin_multiplicity=1 orbital_gap_ev=10.1 homo_ha=-0.3593 largest_force_ev_per_a=4.76 de_lowest_ev=3.254
C -2.0491 0.0057 -0.0522
C 0.2976 1.0739 0.0184
C 0.1681 -1.0457 0.0744
H -2.1549 -1.1829 -0.7276
H -2.4907 0.9631 -0.8588
H -2.6107 0.1381 1.1089
H 0.0817 2.1527 0.0000
H -0.2469 -2.0235 -0.1014
N -0.6096 0.0769 0.1404
N 1.5405 0.6457 -0.0620
N 1.4865 -0.7585 -0.0306


No. 6
23
Properties=species:S:1:pos:R:3 method="wB97M-V/def2-TZVPD" spin_multiplicity=1 total_charge=+1 orbital_gap_ev=8.1 homo_ha=-0.4651 largest_force_ev_per_a=5.00 de_lowest_ev=2.426
C 0.4306 -0.9771 -1.0193
C -0.7143 0.8501 -0.2316
C 2.5729 -1.7349 0.9643
C 0.8499 -1.4353 -2.1428
C -1.2871 1.1274 -1.4287
C -0.6636 -1.2335 1.1207
C 0.7577 1.8500 1.4114
N -0.1785 -0.5040 -0.0246
N 2.2631 -2.4770 0.1097
N -0.6371 1.6731 0.8623
O 2.7414 -0.7429 1.5679
I 2.3970 -4.4582 -0.4230
H 1.7550 -1.8091 -2.4977
H 0.1403 -1.4897 -2.8971
H -1.3471 0.2784 -2.1710
H -1.4188 2.0961 -1.6901
H -1.0938 -0.5896 1.9585
H -1.4733 -1.9616 0.8137
H 0.2112 -1.8756 1.5293
H 1.1330 2.7862 1.0688
H 1.5549 1.0351 1.2841
H 0.5041 1.8984 2.5133
H -0.9205 2.5975 0.6403


No. 7
13
Properties=species:S:1:pos:R:3 method="wB97M-V/def2-TZVPD" spin_multiplicity=1 total_charge=-2 orbital_gap_ev=4.8 homo_ha=0.0754 largest_force_ev_per_a=5.08 de_lowest_ev=4.604
C 0.3586 -1.1130 2.8278
C -0.6302 0.6440 -1.2203
N 1.4848 -1.0117 2.1514
N -0.1415 -0.5538 -1.8828
O 2.5935 -0.9833 2.8617
O 0.1648 -0.2744 -3.2487
O 1.5233 -0.9783 0.8949
H -0.5683 -1.3793 2.3542
H 0.7287 -0.9696 -1.4615
H 0.4376 -1.1798 4.0149
H -1.1590 0.3975 -0.1745
H 0.1778 1.3859 -0.9523
H -1.4049 1.0180 -1.7558


No. 8
170
Properties=species:S:1:pos:R:3 method="wB97M-V/def2-TZVPD" spin_multiplicity=1 orbital_gap_ev=9.0 homo_ha=-0.3133 largest_force_ev_per_a=2.99 de_lowest_ev=5.013
C 1.3122 1.4862 0.3737
O 0.8128 0.3576 -0.2911
C -0.4666 -0.0466 0.1196
C -0.6443 -1.4870 -0.3460
C -0.7125 -1.5715 -1.8551
N -1.8479 -2.1442 0.2182
H 0.8479 2.4518 0.1315
H 2.3328 1.6407 0.0202
H 1.3592 1.4447 1.4662
H -0.5948 0.0105 1.2124
H -1.2212 0.6524 -0.2781
H 0.1553 -2.1052 0.0622
H 0.0228 -0.9418 -2.3629
H -1.6748 -1.1935 -2.2119
H -0.5320 -2.5691 -2.2579
H -2.7124 -1.9464 -0.2766
H -1.9841 -1.7247 1.1368
C 4.4341 -5.1862 -3.9331
O 3.0353 -5.1541 -3.8517
C 2.5012 -6.4414 -3.5974
C 1.0350 -6.4154 -4.0128
C 0.2655 -5.3079 -3.2454
N 0.2957 -7.6415 -3.7583
H 4.8025 -4.1677 -4.0474
H 4.8026 -5.7885 -4.7714
H 4.9541 -5.5869 -3.0538
H 3.0765 -7.1890 -4.1565
H 2.6026 -6.7009 -2.5357
H 1.0513 -6.1348 -5.0744
H 0.0130 -5.6016 -2.2303
H -0.5637 -4.9782 -3.8672
H 0.9633 -4.4688 -3.1707
H 0.7050 -8.5027 -4.1006
H -0.6480 -7.5859 -4.1113
C -2.5400 0.5584 2.8711
O -2.1056 -0.0704 4.0657
C -2.8890 0.1654 5.2231
C -2.0763 -0.3852 6.3942
C -2.7881 -0.2722 7.7347
N -0.7682 0.3188 6.4714
H -1.6656 0.9258 2.3284
H -3.2085 1.4103 3.0098
H -3.0130 -0.2523 2.3054
H -3.3189 1.1690 5.3177
H -3.8012 -0.4567 5.2034
H -1.9186 -1.4326 6.1242
H -2.3367 -1.0498 8.3513
H -3.8656 -0.4316 7.6946
H -2.6079 0.7114 8.1700
H -0.9468 1.1798 6.9715
H -0.6042 0.4112 5.4700
C 3.6353 3.2391 3.3508
O 2.9417 2.3676 4.2560
C 3.5430 2.2840 5.5040
C 2.6023 1.6667 6.5403
C 3.0883 1.6579 7.9825
N 2.3410 0.2534 6.1058
H 3.1002 3.1026 2.4145
H 4.6921 2.9983 3.3014
H 3.4618 4.2731 3.6607
H 4.4713 1.6982 5.5644
H 3.7694 3.2886 5.8928
H 1.6023 2.0940 6.3741
H 2.8788 0.7117 8.4815
H 2.6398 2.4518 8.5757
H 4.1823 1.6574 7.9407
H 1.4098 -0.0724 6.3579
H 2.1968 0.3943 5.1011
C 3.2312 -2.1146 -0.4664
O 3.8757 -1.0692 0.1997
C 4.4437 -1.4658 1.4129
C 4.6976 -0.2923 2.3288
C 5.8355 0.5975 1.8025
N 4.9620 -0.7082 3.6942
H 2.5963 -1.8640 -1.3148
H 2.4786 -2.6444 0.1393
H 3.9525 -2.8967 -0.7238
H 3.7452 -2.0982 1.9870
H 5.3078 -2.1492 1.4468
H 3.7097 0.1975 2.3049
H 6.6087 -0.1480 1.5892
H 6.2525 1.3307 2.4905
H 5.6011 1.0871 0.8579
H 4.3413 -1.4501 3.9826
H 4.9391 0.0872 4.3093
C -4.9793 -3.9941 -1.2976
O -4.3902 -3.9114 -2.6016
C -3.5235 -5.0316 -2.8042
C -4.2024 -6.2396 -3.3985
C -3.1372 -7.2795 -3.7979
N -4.9964 -5.8445 -4.5909
H -5.6181 -4.8858 -1.2778
H -5.5113 -3.1086 -0.9664
H -4.2512 -4.2937 -0.5361
H -2.7767 -4.5555 -3.4497
H -2.8266 -5.3538 -2.0192
H -4.9476 -6.7507 -2.7764
H -2.2595 -6.8275 -4.2480
H -3.6142 -8.0677 -4.3765
H -2.7478 -7.7551 -2.8907
H -5.5261 -5.0667 -4.2032
H -5.6203 -6.5561 -4.9398
C 0.3380 0.6956 -6.7714
O -0.8086 1.5028 -6.5997
C -0.6224 2.5080 -5.6346
C -0.4307 2.0593 -4.1591
C -1.5505 1.1397 -3.6699
N -0.3405 3.2670 -3.3593
H 1.2377 1.1906 -7.1384
H 0.0061 -0.1560 -7.3660
H 0.5840 0.1948 -5.8248
H 0.1972 3.1915 -5.9029
H -1.4617 3.2124 -5.6346
H 0.5174 1.5211 -4.1254
H -1.7187 0.3443 -4.3976
H -2.4748 1.7024 -3.5185
H -1.3714 0.6386 -2.7173
H 0.4996 3.8022 -3.5325
H -1.1219 3.8997 -3.4771
C -1.7919 2.6603 -0.2625
O -0.8212 3.3558 0.5278
C -1.3712 4.3153 1.4013
C -0.2719 4.5613 2.4276
C -0.0934 3.3764 3.3683
N -0.4429 5.7754 3.2606
H -2.4846 2.0497 0.3231
H -1.1340 1.9960 -0.8172
H -2.3179 3.3531 -0.9183
H -1.5964 5.2890 0.9462
H -2.2621 3.9211 1.9001
H 0.7260 4.7160 1.9937
H -1.0895 3.1758 3.8007
H 0.5058 3.5084 4.2733
H 0.1687 2.3529 3.0809
H 0.4517 6.1446 3.5539
H -0.7813 6.4491 2.5696
C 6.8163 4.6866 2.3042
O 5.5609 4.6679 1.7121
C 5.0419 5.8891 1.2247
C 3.6245 5.6349 0.7129
C 3.5908 4.5357 -0.3672
N 2.9372 6.8757 0.3984
H 6.7780 5.2285 3.2616
H 7.5673 5.2479 1.7281
H 7.2634 3.7097 2.4777
H 5.0500 6.6083 2.0569
H 5.7234 6.2955 0.4654
H 2.9989 5.2776 1.5373
H 3.7089 3.5769 0.1263
H 4.3313 4.7270 -1.1410
H 2.5720 4.6107 -0.7550
H 3.0199 7.1241 -0.5837
H 3.1747 7.7187 0.9005
C -7.4750 1.1608 -2.6997
O -6.8538 1.2801 -3.9610
C -6.4803 0.0982 -4.6458
C -5.8626 -0.9705 -3.7951
C -4.5218 -0.6159 -3.1344
N -5.5713 -2.1524 -4.6399
H -7.3082 2.1030 -2.1687
H -7.0551 0.4091 -2.0338
H -8.5631 1.1393 -2.7900
H -7.3663 -0.3193 -5.1443
H -5.8621 0.4360 -5.4817
H -6.5818 -1.3820 -3.0863
H -4.5136 0.3999 -2.7006
H -3.7670 -0.4316 -3.9031
H -4.1824 -1.2521 -2.3224
H -4.8770 -1.9538 -5.3453
H -5.3207 -2.9834 -4.1264